No. 1
# C25H44BFeN10O7P3

A structure of composition C25H44BFeN10O7P3 (ωB97M-V with the def2-TZVPD basis set, OMol25).

```
91
Properties=species:S:1:pos:R:3
Fe 0.0221 -0.5370 1.2069
C 4.1902 -0.6287 1.4318
C 3.0004 -0.2302 0.8177
N 1.9988 -0.9990 1.2204
N 2.5035 -1.8784 2.1066
C 3.8208 -1.6766 2.2521
B 1.5123 -2.7272 2.9150
N 0.4488 -3.2871 1.9474
C 0.0332 -4.5525 1.7814
C -1.0534 -4.5484 0.9324
C -1.2448 -3.1986 0.6189
N -0.3332 -2.4605 1.2320
N 0.7650 -1.7473 3.8485
C 0.7819 -1.5554 5.1742
C 0.0119 -0.4427 5.4592
C -0.4398 -0.0013 4.2113
N 0.0303 -0.7891 3.2550
H 5.1676 -0.1970 1.3093
H 2.8092 0.6017 0.1630
H 4.3968 -2.2987 2.9170
H 2.0443 -3.6212 3.5124
H 0.5343 -5.3568 2.2928
H -1.6291 -5.3910 0.5931
H -1.9907 -2.7283 0.0034
H 1.3203 -2.2319 5.8169
H -0.2081 -0.0256 6.4262
H -1.0509 0.8492 3.9612
C -0.2679 3.7876 4.2272
C -0.0333 3.8884 2.7248
O 0.3468 5.2420 2.4048
P -1.5741 3.6328 1.7856
O -2.3857 4.9599 2.1637
O -2.3838 2.5130 2.5795
O -1.4175 3.3646 0.3526
P 1.3215 2.7749 2.1191
O 2.2689 2.6102 3.4396
O 2.0563 3.5924 1.1224
O 0.8190 1.3791 1.8601
H -1.0841 4.4459 4.5310
H 0.6421 4.0787 4.7479
H -0.5302 2.7690 4.5112
H 1.0737 5.1433 1.7579
H -1.7359 5.6791 2.2287
H -2.4048 1.7113 2.0201
H 2.0503 1.7735 3.8672
N -1.9225 -0.0933 1.4057
C -3.0791 -0.1570 1.2534
N -4.3603 -0.2333 1.2502
C -5.0651 0.2313 0.2286
N -5.7702 0.5986 -0.6137
C 2.4034 0.9367 -2.7195
C 0.8886 1.1884 -2.7521
C 0.5468 1.6528 -4.1745
C 0.6022 2.3233 -1.7660
P -0.0777 -0.3247 -2.1532
N -0.0446 -0.4013 -0.6080
C 0.7023 -1.8703 -2.9669
C -0.2537 -3.0616 -2.8207
C 1.0456 -1.7511 -4.4572
C 1.9636 -2.2377 -2.1684
C -1.8570 -0.2074 -2.7804
C -2.0896 -0.4213 -4.2792
C -2.4058 1.1705 -2.3730
C -2.6974 -1.2391 -2.0126
H 2.9008 1.9023 -2.8437
H 2.7462 0.2889 -3.5237
H 2.7371 0.5113 -1.7781
H 1.2140 2.4842 -4.4224
H -0.4716 2.0240 -4.2595
H 0.6996 0.8751 -4.9235
H 1.2998 3.1429 -1.9550
H 0.7317 2.0075 -0.7363
H -0.4098 2.7106 -1.8441
H -1.1236 -2.9799 -3.4704
H -0.5863 -3.1843 -1.7918
H 0.2833 -3.9711 -3.1071
H 0.1782 -1.4905 -5.0632
H 1.4084 -2.7236 -4.8083
H 1.8294 -1.0255 -4.6590
H 1.7728 -2.1627 -1.0967
H 2.8160 -1.6083 -2.4100
H 2.2415 -3.2699 -2.4036
H -1.5282 0.2710 -4.9047
H -3.1528 -0.2558 -4.4785
H -1.8599 -1.4391 -4.5957
H -2.0238 1.9753 -2.9988
H -2.1787 1.4132 -1.3342
H -3.4931 1.1567 -2.4837
H -2.5910 -2.2522 -2.3986
H -3.7499 -0.9617 -2.0910
H -2.4226 -1.2286 -0.9607
```

* 2S+1: 2
* highest occupied orbital energy (alpha / beta): -5.50 / -5.25 eV
* net charge: -1

Here are the Mulliken charges for atoms 1 to 4, given in e: atom 1 (Fe): -0.46, atom 2 (C): -1.70, atom 3 (C): -0.68, atom 4 (N): 1.96

***

No. 2
# C25H44Cl3LuN4O3Si

A structure of composition C25H44Cl3LuN4O3Si in a non-equilibrium geometry (ωB97M-V with the def2-TZVPD basis set, OMol25).

```
81
Properties=species:S:1:pos:R:3
C -2.3422 1.5219 -4.7006
C -1.9330 2.1571 -3.3871
H -2.6513 2.2961 -5.4164
H -3.1728 0.8316 -4.5419
H -1.4958 0.9492 -5.1129
C -2.4229 3.4054 -3.0081
C -3.6981 3.9999 -3.4649
H -1.8542 3.9892 -2.2995
H -4.5909 3.3873 -3.2871
H -3.7120 4.2956 -4.5204
H -3.8556 4.9026 -2.8701
Lu 0.9228 -1.6576 1.0257
Cl 2.7183 -2.5108 -0.5327
Cl -0.3366 -3.6570 1.8454
H 3.3143 -5.5999 4.5767
H 4.4622 -6.4680 2.0632
C 2.5820 -5.1488 3.8939
C 3.5551 -5.9442 1.7180
N 3.1824 -4.8358 2.5992
H 2.1772 -4.2245 4.3140
C 3.2949 -3.5488 2.2233
O 2.4767 -2.6473 2.5491
H 3.6957 -5.5567 0.6992
H 4.1400 -3.2998 1.5624
H 1.7859 -5.8813 3.7440
H 2.7375 -6.6791 1.7303
H -3.4772 -0.0974 -0.2294
H -2.9252 2.8204 0.1608
C -3.5238 0.0289 0.8610
C -3.0396 2.4348 1.1831
N -2.5743 1.0467 1.2909
H -3.3044 -0.9226 1.3482
C -1.4169 0.7304 1.9076
O -0.9963 -0.4314 2.1019
H -2.4720 3.0859 1.8592
H -0.8586 1.6367 2.2192
H -4.5265 0.3796 1.1274
H -4.1066 2.4882 1.4234
O -1.7281 0.9667 -2.3589
C -0.5928 1.6417 -2.7728
C -0.2340 2.7700 -0.4973
C 0.1400 2.5154 -1.8246
H -1.0839 2.2488 -0.0594
C 0.4586 3.7169 0.2499
H 0.0547 1.0705 -3.4530
C 1.2280 3.1961 -2.3896
H 0.1404 3.9660 1.2723
C 1.5688 4.3644 -0.3165
C 1.9709 4.0873 -1.6357
H 1.4156 3.0318 -3.4516
H 2.1174 5.1046 0.2806
H 2.8317 4.5886 -2.0865
Si -1.5159 -2.6315 -1.7802
Cl -0.2775 -0.7125 -0.8222
C -2.8540 -3.4515 -0.7326
C -0.2008 -3.9868 -1.7167
C -2.0122 -2.1814 -3.4911
H -3.4115 -2.7759 -0.0762
H -2.4240 -4.2616 -0.1170
H -3.5641 -3.9250 -1.4313
H -3.0444 -1.8093 -3.5181
H -1.9498 -3.1069 -4.0851
H -1.3427 -1.4202 -3.9065
H 0.7828 -3.6794 -2.0758
H -0.5542 -4.8330 -2.3179
H -0.0635 -4.3671 -0.6962
C 2.2027 2.2587 4.9643
C 2.2648 1.7157 3.5958
C 3.1194 1.9982 2.5255
C 2.7524 1.1310 1.4737
N 1.7410 0.3306 1.8945
N 1.4561 0.7312 3.1807
C 3.3078 1.0556 0.1071
H 3.0543 1.9016 5.5612
H 2.2504 3.3545 4.9413
H 1.2802 1.9587 5.4762
H 3.9041 2.7365 2.5074
H 0.6712 0.3175 3.6812
H 4.4074 1.0140 0.1461
H 2.9594 0.1532 -0.4223
H 3.0152 1.9396 -0.4785
```

* ΔE to the lowest compared entry with this formula, charge and spin: 248.3 kJ/mol
* highest occupied orbital energy: -3.95 eV
* net charge: 0

Here are the Mulliken charges for atoms 1 to 4, given in e: atom 1 (C): -1.46, atom 2 (C): 1.47, atom 3 (H): 0.37, atom 4 (H): 0.18

***

No. 3
# C25H44Cl3N4O3SiSn

A structure of composition C25H44Cl3N4O3SiSn in a non-equilibrium geometry (ωB97M-V with the def2-TZVPD basis set, OMol25).

```
81
Properties=species:S:1:pos:R:3
C 1.7119 -1.3757 -4.9993
C 1.0927 -0.0103 -4.7031
H 1.9035 -1.5307 -6.0713
H 0.9711 -2.0864 -4.6096
H 2.6537 -1.4852 -4.4330
C 0.6073 0.8093 -5.6928
C 0.2038 0.2853 -7.0188
H 0.4443 1.8762 -5.5457
H -0.2584 -0.7231 -6.9223
H 1.0550 0.1395 -7.7153
H -0.4930 0.9611 -7.5532
Sn -0.2639 -1.2249 0.8788
Cl 2.1738 -1.2153 0.6183
Cl -1.4652 -3.1089 1.8470
C 0.6385 1.7394 0.8542
O -0.2293 0.9252 0.3864
N 0.3559 3.0030 1.1036
C -0.9984 3.5207 0.9088
C 1.4390 3.9004 1.5402
H 1.6707 1.4449 1.0480
H -1.7364 2.9477 1.4998
H -1.2647 3.5691 -0.1586
H -0.9795 4.5428 1.2828
H 2.3311 3.2753 1.7421
H 1.1081 4.4370 2.4440
H 1.6502 4.6524 0.7590
H -1.9408 -1.6744 -3.5802
H -2.6409 1.1030 -3.9993
C -2.8968 -1.5202 -3.0437
C -3.3570 0.9258 -3.1735
N -2.9140 -0.2154 -2.3601
H -3.0876 -2.3548 -2.3524
C -2.3992 0.0492 -1.1502
O -2.2238 -0.7979 -0.2151
H -3.3814 1.7898 -2.4932
H -2.1531 1.1243 -1.0280
H -3.6958 -1.5111 -3.8015
H -4.3732 0.7561 -3.5824
O 0.1740 -0.3377 -3.3648
C 1.3075 0.4729 -3.2452
C -0.1601 2.5782 -2.8244
C 1.0708 1.9036 -2.7943
H -1.0690 2.0393 -3.1333
C -0.2158 3.9470 -2.5318
H 2.1777 -0.0370 -2.7842
C 2.1995 2.6328 -2.3712
H -1.1608 4.4784 -2.6053
C 0.9218 4.6755 -2.2015
C 2.1212 3.9874 -2.0528
H 3.1591 2.0961 -2.3392
H 0.8850 5.7313 -1.9323
H 3.0263 4.4962 -1.7318
Si 0.3081 -4.5506 -0.8027
Cl -0.1566 -2.2861 -1.3026
C -1.3062 -5.4374 -0.6459
C 1.2222 -4.6074 0.8739
C 1.4381 -4.9435 -2.2014
H -2.1585 -4.8214 -0.9553
H -1.4878 -5.8365 0.3619
H -1.3308 -6.3216 -1.2883
H 0.8653 -5.0388 -3.1247
H 1.9783 -5.8837 -2.0577
H 2.1773 -4.1368 -2.2910
H 1.5855 -3.5999 1.1508
H 2.0989 -5.2843 0.7780
H 0.6273 -5.0009 1.7225
C 1.4143 -2.4181 5.6514
C 0.6352 -1.4794 4.8227
C -0.6225 -0.8542 4.9578
C -0.9405 -0.2798 3.7182
N 0.1532 -0.4329 2.9031
N 1.0702 -1.1497 3.6087
C -2.1441 0.3972 3.2032
H 1.8134 -1.9306 6.5512
H 0.7612 -3.2431 5.9705
H 2.2568 -2.8255 5.0716
H -1.2512 -0.8594 5.8393
H 1.9776 -1.3475 3.1888
H -3.0374 0.0889 3.7716
H -2.0186 1.4873 3.3160
H -2.3389 0.1811 2.1334
```

* ΔE to the lowest compared entry with this formula, charge and spin: 0.0 kJ/mol
* highest occupied orbital energy: -1.76 eV
* net charge: -1

Here are the Mulliken charges for atoms 1 to 4, given in e: atom 1 (C): -1.45, atom 2 (C): 1.00, atom 3 (H): 0.37, atom 4 (H): 0.18

***

| no. | molecular weight (g/mol) |
| --- | --- |
| 1 | 756.269 |
| 2 | 758.064 |
| 3 | 701.808 |